Entry 1:
Entry from the Open Molecules 2025 dataset: C19H23N3O2S in the gas phase (ωB97M-V/def2-TZVPD).

XYZ file:
```
48
C19H23N3O2S | the Open Molecules 2025 dataset | ωB97M-V/def2-TZVPD
C -4.4471 -2.1796 -0.9158
C -5.0409 -0.9322 -0.2673
N -4.0125 -0.1488 0.3977
C -3.6764 -0.6243 1.7301
C -2.1972 -0.4058 2.0374
C -4.2300 1.2866 0.3276
C -3.6115 1.8338 -0.9680
N -2.2540 1.3580 -1.0784
C -1.1933 2.1476 -0.7895
O -1.2600 3.3585 -0.6698
C 0.0923 1.4364 -0.6713
C 0.4172 0.1182 -0.8105
C 1.7901 -0.1239 -0.5872
C 2.4400 -1.4193 -0.6584
O 1.8559 -2.4573 -0.9182
N 3.8060 -1.4038 -0.4040
C 4.4824 -2.6831 -0.4779
C 4.5267 -0.2685 -0.0933
C 5.9028 -0.3238 0.1574
C 6.6111 0.8170 0.4689
C 5.9798 2.0541 0.5427
C 4.6294 2.1361 0.3003
C 3.8911 0.9929 -0.0171
C 2.4927 1.0276 -0.2776
S 1.4688 2.4165 -0.2613
H -3.9776 -2.8210 -0.1748
H -3.6959 -1.8972 -1.6490
H -5.2278 -2.7463 -1.4167
H -5.4904 -0.3150 -1.0482
H -5.8438 -1.2210 0.4311
H -3.8862 -1.6944 1.7752
H -4.2936 -0.1332 2.5007
H -1.9315 0.6464 1.9677
H -1.5810 -0.9622 1.3357
H -1.9730 -0.7499 3.0439
H -3.7248 1.7605 1.1709
H -5.2961 1.5550 0.3771
H -3.5896 2.9245 -0.9571
H -4.1753 1.4895 -1.8397
H -2.1758 0.3600 -0.9433
H -0.2633 -0.6718 -1.0716
H 5.2523 -2.6697 -1.2502
H 3.7277 -3.4253 -0.7370
H 4.9255 -2.9435 0.4842
H 6.4293 -1.2622 0.1106
H 7.6716 0.7438 0.6577
H 6.5462 2.9388 0.7875
H 4.1096 3.0813 0.3489
```

E_LUMO   -0.117 eV
SMILES   CCN(CC)CCNC(=O)c1cc2c(=O)n(C)c3ccccc3c2s1
Strongest force on any atom   0.89 eV Å⁻¹
HOMO-LUMO gap   8.0870 eV

=====

Entry 2:
Entry from the Open Molecules 2025 dataset: C19H23N3O3S2 in the gas phase at a distorted geometry (ωB97M-V/def2-TZVPD).

XYZ file:
```
50
C19H23N3O3S2 | the Open Molecules 2025 dataset | ωB97M-V/def2-TZVPD
C 3.8926 1.4834 2.2062
O 3.1347 1.4753 1.0196
C 2.8935 0.2842 0.4084
C 3.3249 -0.9558 0.8669
C 2.9996 -2.1036 0.1665
C 2.2318 -2.0406 -0.9892
N 1.9172 -3.2257 -1.6741
C 0.8322 -3.4641 -2.4527
S 0.9004 -4.5867 -3.6598
N -0.3214 -2.7648 -2.2370
C -0.8149 -2.2389 -1.0459
C -0.3702 -2.6686 0.2052
C -0.9217 -2.1484 1.3617
C -1.9313 -1.2019 1.2969
C -2.3752 -0.7879 0.0557
S -3.7238 0.4031 -0.0475
O -4.2981 0.2876 -1.3558
O -4.5535 0.2116 1.1049
N -3.0865 1.9243 0.0666
C -2.3772 2.4538 -1.0713
C -0.8654 2.2573 -0.9477
C -0.3754 2.8592 0.3682
C -1.1168 2.2064 1.5326
C -2.6261 2.3865 1.3528
C -1.8365 -1.2894 -1.1083
C 1.8256 -0.7953 -1.4644
C 2.1591 0.3487 -0.7773
H 4.9006 1.0905 2.0413
H 3.4021 0.9103 2.9992
H 3.9589 2.5280 2.5056
H 3.9159 -1.0440 1.7643
H 3.3444 -3.0620 0.5262
H 2.6610 -3.9022 -1.7835
H -0.9853 -2.8296 -2.9981
H 0.3753 -3.4435 0.2749
H -0.5758 -2.5042 2.3200
H -2.4050 -0.8127 2.1832
H -2.7805 1.9517 -1.9507
H -2.6048 3.5238 -1.1447
H -0.6338 1.1900 -0.9665
H -0.3706 2.7344 -1.7952
H 0.6993 2.7075 0.4812
H -0.5692 3.9345 0.3692
H -0.8118 2.6562 2.4787
H -0.8693 1.1431 1.5632
H -3.1930 1.8345 2.1026
H -2.8794 3.4501 1.4383
H -2.2395 -0.9602 -2.0537
H 1.2703 -0.7238 -2.3864
H 1.8728 1.3178 -1.1505
```

E_LUMO   0.198 eV
SMILES   COc1ccc(NC(=S)Nc2cccc(S(=O)(=O)N3CCCCC3)c2)cc1
Strongest force on any atom   1.09 eV Å⁻¹
HOMO-LUMO gap   8.3554 eV

=====

Entry 3:
Entry from the Open Molecules 2025 dataset: C19H23N3O4S in the gas phase (ωB97M-V/def2-TZVPD).

XYZ file:
```
50
C19H23N3O4S | the Open Molecules 2025 dataset | ωB97M-V/def2-TZVPD
C -5.9051 -2.3333 -0.1051
C -4.6706 -2.1795 -0.9862
O -3.4808 -1.9941 -0.2246
C -3.0878 -0.6822 0.0143
C -2.5143 -0.0029 -1.2724
N -1.2102 0.5626 -1.0536
C -1.0025 1.8778 -0.8972
O -1.8857 2.7170 -0.9881
C 0.4109 2.3041 -0.6102
C 0.6244 3.6545 -0.5296
C 1.9064 4.1701 -0.2666
C 2.9327 3.3035 -0.0933
N 2.7568 1.9551 -0.1625
C 3.9406 1.1521 0.0412
O 4.9949 1.7148 0.2566
C 3.6925 -0.2498 -0.0424
C 4.6137 -1.3324 0.1001
C 6.0717 -1.1731 0.3731
C 4.0046 -2.5406 -0.0447
C 4.6440 -3.8805 0.0370
S 2.2880 -2.4061 -0.3588
C 2.3922 -0.6852 -0.2959
N 1.3326 0.1049 -0.4780
C 1.5069 1.4030 -0.4177
O -4.1642 0.0326 0.5612
C -3.8760 1.2941 1.1410
C -3.0029 1.2211 2.3913
H -5.7575 -3.1507 0.5955
H -6.7729 -2.5460 -0.7244
H -6.0746 -1.4184 0.4539
H -4.8082 -1.3475 -1.6837
H -4.5017 -3.0988 -1.5564
H -2.2664 -0.7794 0.7437
H -3.1822 0.7973 -1.6006
H -2.4415 -0.7654 -2.0521
H -0.4145 -0.0556 -0.9067
H -0.2210 4.3102 -0.6750
H 2.0734 5.2319 -0.2052
H 3.9510 3.6048 0.1094
H 6.3402 -1.6746 1.3022
H 6.6581 -1.6191 -0.4294
H 6.3197 -0.1195 0.4522
H 5.4216 -3.9769 -0.7213
H 5.1120 -4.0191 1.0120
H 3.9081 -4.6651 -0.1137
H -3.4197 1.9676 0.4053
H -4.8632 1.6833 1.4025
H -3.0183 2.1861 2.8901
H -1.9712 0.9841 2.1406
H -3.3840 0.4634 3.0721
```

E_LUMO   -0.424 eV
SMILES   CCOC(CNC(=O)c1cccn2c(=O)c3c(C)c(C)sc3nc12)OCC
Strongest force on any atom   0.85 eV Å⁻¹
HOMO-LUMO gap   7.5122 eV

=====

Entry 4:
Entry from the Open Molecules 2025 dataset: C19H23N3O5 in the gas phase (ωB97M-V/def2-TZVPD).

XYZ file:
```
50
C19H23N3O5 | the Open Molecules 2025 dataset | ωB97M-V/def2-TZVPD
C -0.2572 1.9830 3.0143
O -0.7981 0.7963 2.4781
C -1.2055 0.8143 1.1794
C -1.2957 1.9538 0.3990
C -1.6863 1.8690 -0.9312
C -1.9950 0.6352 -1.4838
C -1.9240 -0.5134 -0.7066
C -1.5366 -0.4407 0.6193
O -1.4243 -1.5113 1.4549
C -1.5952 -2.7940 0.9075
C -2.2442 0.6233 -2.9645
N -1.1928 1.3754 -3.6382
C 0.0714 0.6718 -3.6824
C 0.6744 0.1581 -2.3690
O 0.8063 -1.0305 -2.1508
N 1.1081 1.1285 -1.5173
C 1.6817 0.9952 -0.2299
O 1.8857 1.9983 0.4208
N 1.9829 -0.2533 0.1331
C 2.6456 -0.5476 1.3903
C 2.0566 -1.7378 2.0662
C 1.0842 -1.8664 3.0125
C 0.9720 -3.2536 3.2754
C 1.8825 -3.8631 2.4705
O 2.5457 -2.9571 1.7345
C -1.1763 2.7732 -3.2356
C -1.7695 3.0641 -1.8325
H 0.1102 1.7181 4.0049
H 0.5705 2.3524 2.4015
H -1.0200 2.7625 3.1138
H -1.0376 2.9175 0.8070
H -2.1524 -1.4628 -1.1633
H -0.8998 -2.9730 0.0808
H -2.6220 -2.9512 0.5592
H -1.3783 -3.4894 1.7166
H -2.2583 -0.3934 -3.3601
H -3.1959 1.1069 -3.2099
H -0.0749 -0.2131 -4.3116
H 0.8087 1.3160 -4.1701
H 0.9112 2.0935 -1.7471
H 1.7344 -1.0109 -0.4959
H 2.5466 0.3376 2.0223
H 3.7098 -0.7386 1.1999
H 0.5011 -1.0796 3.4413
H 0.3087 -3.7247 3.9717
H 2.1468 -4.8932 2.3338
H -0.1533 3.1511 -3.2988
H -1.7650 3.3271 -3.9789
H -2.8248 3.3269 -1.9525
H -1.2672 3.9225 -1.3846
```

E_LUMO   0.752 eV
SMILES   COc1cc2c(cc1OC)CN(CC(=O)NC(=O)NCc1ccco1)CC2
Strongest force on any atom   0.95 eV Å⁻¹
HOMO-LUMO gap   8.5362 eV

=====

Entry 5:
Entry from the Open Molecules 2025 dataset: C19H23N5O2 in the gas phase at a distorted geometry (ωB97M-V/def2-TZVPD).

XYZ file:
```
49
C19H23N5O2 | the Open Molecules 2025 dataset | ωB97M-V/def2-TZVPD
C -0.7278 2.9717 -3.6185
C 0.2946 2.9918 -2.4994
N 1.2206 3.9213 -2.6727
C 2.2541 3.9873 -1.8791
C 2.4626 2.9827 -0.9098
C 3.7835 2.9218 -0.1486
O 4.3938 1.6632 -0.4457
C 1.4915 1.9802 -0.7747
C 1.4250 0.7960 0.0949
N 2.3086 0.4830 1.1636
C 2.2871 -0.5338 2.0846
C 3.5570 -1.1102 2.6089
N 3.6533 -2.0015 3.6601
C 2.4263 -2.6467 3.8733
C 1.2036 -2.0061 3.4674
N 1.1597 -1.0201 2.6055
C 0.1817 0.2261 -0.1951
N -0.4571 -0.8228 0.3286
C -1.8740 -1.0880 0.0175
C -2.4865 -1.9438 1.1898
C -4.0423 -2.1267 1.0676
C -4.4377 -2.4902 -0.2359
C -3.7178 -1.8009 -1.3737
C -2.1543 -1.7493 -1.3161
O -0.4474 0.9102 -1.2028
C 0.3745 1.9569 -1.5434
H -1.0572 3.9616 -3.8724
H -0.2197 2.5530 -4.4311
H -1.6023 2.3455 -3.3995
H 2.9374 4.7651 -2.1191
H 4.4330 3.7627 -0.4064
H 3.4681 3.0296 0.8724
H 4.4238 1.5145 -1.4348
H 3.2845 0.6368 0.8845
H 4.5132 -0.5803 2.4062
H 2.4524 -3.4934 4.5157
H 0.3459 -2.5418 3.8759
H -0.1585 -1.0671 1.2863
H -2.4415 -0.1408 -0.0298
H -2.2695 -1.4694 2.2327
H -2.0237 -2.9150 1.2277
H -4.3454 -2.8374 1.7549
H -4.6194 -1.1464 1.1750
H -4.2071 -3.5626 -0.3198
H -5.5399 -2.4655 -0.1893
H -3.9734 -2.2425 -2.3539
H -4.0313 -0.7101 -1.3615
H -1.7166 -2.7419 -1.4995
H -1.7855 -1.1067 -2.1604
```

E_LUMO   0.344 eV
SMILES   Cc1ncc(CO)c2c(Nc3cnccn3)c(NC3CCCCC3)oc12
Strongest force on any atom   5.12 eV Å⁻¹
HOMO-LUMO gap   7.4165 eV

=====

| no. | E_HOMO (eV) |
| --- | --- |
| 1 | -8.20 |
| 2 | -8.16 |
| 3 | -7.94 |
| 4 | -7.78 |
| 5 | -7.07 |